Entry 1:
{
  "formula": "H8O4",
  "method": "the ωB97M-V functional and the def2-TZVPD basis",
  "e_lumo_ha": 0.0007,
  "total_charge": 0,
  "energy_ev": -8319.7912,
  "smiles": "O.O.O.O",
  "mol_weight_g_mol": 72.06,
  "elements": ["O", "H", "H", "O", "H", "H", "O", "H", "H", "O", "H", "H"],
  "xyz": [[-0.96907, 0.94444, -1.63671], [-0.71291, 1.02719, -2.55528], [-1.92390, 1.01093, -1.64692], [-0.53171, -0.97128, 0.76706], [-0.68931, -0.04267, 0.59654], [-0.77894, -1.41010, -0.04692], [0.63171, 2.16900, 0.32044], [-0.12787, 2.70750, 0.54242], [0.34204, 1.64030, -0.42306], [1.84064, -2.14473, 1.56670], [0.98788, -1.87418, 1.22636], [1.93145, -3.05637, 1.28940]],
  "forces_ev_per_angstrom": [[0.0, -0.2, 0.0], [0.2, 0.0, -0.3], [-0.3, 0.1, 0.1], [-0.3, -0.3, 0.1], [0.2, 0.4, 0.0], [-0.1, 0.0, -0.3], [0.3, 0.0, 0.4], [-0.1, 0.2, 0.0], [-0.1, 0.0, -0.3], [0.6, -0.3, 0.1], [-0.5, 0.5, 0.0], [0.1, -0.2, 0.0]]
}

=====

Entry 2:
{
  "formula": "H8O4",
  "method": "the ωB97M-V functional and the def2-TZVPD basis",
  "e_lumo_ha": -0.0019,
  "total_charge": 0,
  "energy_ev": -8319.5114,
  "smiles": "O.O.O.O",
  "mol_weight_g_mol": 72.06,
  "elements": ["O", "H", "H", "O", "H", "H", "O", "H", "H", "O", "H", "H"],
  "xyz": [[-1.65426, -1.55358, 0.32964], [-0.98806, -0.91102, 0.06078], [-1.82874, -1.33819, 1.25276], [3.37981, 1.99687, -0.00923], [3.45436, 2.35841, 0.88112], [2.61278, 1.41508, 0.03737], [-5.49350, 0.79456, -0.32176], [-5.83417, 0.56727, -1.19427], [-4.68819, 0.27120, -0.24081], [3.78135, -1.41579, -0.58056], [2.98398, -1.48868, -0.04403], [4.27462, -0.69612, -0.17101]],
  "forces_ev_per_angstrom": [[0.1, 0.2, 0.1], [-0.1, -0.1, -0.1], [0.0, -0.1, 0.0], [-0.1, -0.2, 0.2], [0.0, 0.1, -0.1], [0.0, 0.1, -0.1], [0.1, -0.1, -0.1], [0.0, 0.0, 0.1], [0.0, 0.0, 0.0], [-0.1, 0.1, 0.2], [0.1, -0.1, -0.1], [0.0, 0.1, -0.1]]
}

=====

Entry 3:
{
  "formula": "H8O4",
  "method": "the ωB97M-V functional and the def2-TZVPD basis",
  "e_lumo_ha": 0.0009,
  "total_charge": 0,
  "energy_ev": -8314.2967,
  "mol_weight_g_mol": 72.06,
  "elements": ["O", "H", "H", "O", "H", "H", "O", "H", "H", "O", "H", "H"],
  "xyz": [[-0.96283, -0.69368, 1.14910], [-1.34472, -1.53828, 0.91028], [-0.43786, -0.87922, 1.92768], [-1.43262, -0.22148, -1.18965], [-1.30188, -0.41115, -2.11872], [-0.54747, -0.15346, -0.83170], [0.33119, 0.59653, 0.26235], [-0.39822, -0.00676, 0.40449], [0.65940, 0.78751, 1.14100], [2.14817, 0.96573, -0.39825], [2.01006, 0.55824, -1.25330], [1.27679, 0.99602, -0.00328]],
  "forces_ev_per_angstrom": [[-4.2, -4.6, 4.0], [-0.6, -0.3, -0.3], [0.2, 0.0, 0.4], [-0.8, -0.6, -0.9], [-0.1, 0.0, -0.3], [0.0, 0.1, -1.7], [-4.6, 2.4, 2.7], [-0.7, 0.2, 0.7], [-0.4, -0.1, 0.8], [8.3, 1.5, -2.7], [0.2, 0.1, -0.1], [2.7, 1.5, -2.5]]
}

=====

Entry 4:
{
  "formula": "H8O4",
  "method": "the ωB97M-V functional and the def2-TZVPD basis",
  "e_lumo_ha": 0.0019,
  "total_charge": 0,
  "energy_ev": -8319.6389,
  "smiles": "O.O.O.O",
  "mol_weight_g_mol": 72.06,
  "elements": ["O", "H", "H", "O", "H", "H", "O", "H", "H", "O", "H", "H"],
  "xyz": [[0.60252, -0.63569, -0.02721], [-0.10512, -0.44743, 0.58925], [0.93082, 0.22541, -0.28596], [1.85453, -2.74507, -1.30424], [1.19941, -2.16179, -0.92106], [1.53676, -3.62598, -1.10610], [0.05616, 1.69403, 1.38555], [-0.19368, 2.31376, 0.70016], [0.93027, 1.97501, 1.65615], [-2.44468, 0.80088, -0.32880], [-2.85800, 1.64591, -0.15181], [-1.50899, 0.96097, -0.20592]],
  "forces_ev_per_angstrom": [[-0.1, -0.3, -0.3], [-0.1, 0.0, 0.3], [0.1, 0.1, 0.0], [0.3, -0.4, -0.3], [-0.2, 0.5, 0.3], [0.0, -0.2, 0.0], [-0.2, 0.0, 0.0], [-0.1, 0.4, -0.1], [0.3, 0.0, 0.2], [-0.1, -0.1, -0.1], [-0.2, 0.2, 0.1], [0.2, -0.1, 0.0]]
}

=====

Entry 5:
{
  "formula": "H8O4Rb",
  "method": "the ωB97M-V functional and the def2-TZVPD basis",
  "e_lumo_ha": -0.1340,
  "total_charge": 1,
  "energy_ev": -8970.5628,
  "mol_weight_g_mol": 157.53,
  "elements": ["Rb", "O", "H", "H", "O", "H", "H", "O", "H", "H", "O", "H", "H"],
  "xyz": [[1.14896, -0.58809, 0.09269], [-1.64223, 0.03134, 0.57979], [-1.92139, 0.42623, -0.25149], [-1.77096, -0.88521, 0.56817], [1.60684, -2.02332, -2.34193], [1.78446, -1.26377, -2.89048], [0.83308, -2.53865, -2.57949], [0.48338, 2.20975, -0.50187], [-0.06772, 2.58278, 0.25180], [0.41545, 2.85133, -1.24010], [0.04170, -0.07464, 2.72059], [-0.78276, 0.15057, 2.34661], [-0.12879, -0.87832, 3.24572]],
  "forces_ev_per_angstrom": [[0.5, 0.2, 0.2], [0.6, 2.2, 0.1], [-0.3, -0.2, 0.0], [-0.9, -2.0, -0.3], [0.4, -0.3, 1.4], [-0.4, -0.1, -0.8], [0.0, 0.3, -0.7], [-1.1, 0.8, 0.7], [1.1, -0.5, -1.5], [0.0, -0.4, 0.8], [1.6, -1.3, 0.9], [-1.7, 0.6, -0.6], [0.2, 0.6, -0.1]]
}

=====

Entry 6:
{
  "formula": "H9O4",
  "method": "the ωB97M-V functional and the def2-TZVPD basis",
  "e_lumo_ha": [0.0133, 0.0115],
  "total_charge": 0,
  "energy_ev": -8332.6373,
  "spin_multiplicity": 2,
  "s_squared": 0.75,
  "mol_weight_g_mol": 73.07,
  "elements": ["O", "H", "H", "O", "H", "H", "O", "H", "H", "O", "H", "H", "H"],
  "xyz": [[-1.94797, -0.93913, 0.87010], [-2.03173, -1.30127, 1.76331], [-2.84549, -0.70160, 0.61008], [0.50601, 1.44490, 1.57410], [1.21130, 2.09315, 1.75429], [-0.26932, 1.80862, 2.02400], [1.14305, -0.29958, -2.38797], [1.32619, 0.67132, -2.49476], [1.43028, -0.72853, -3.20452], [0.49974, -0.72379, -0.04299], [0.76711, 0.17662, 0.30588], [0.63753, -0.64334, -1.07737], [-0.42670, -0.85739, 0.30587]],
  "forces_ev_per_angstrom": [[-0.1, -0.2, 0.4], [0.1, 0.0, 0.0], [0.0, 0.1, -0.3], [0.5, 0.3, 0.2], [-0.1, -0.3, -0.2], [-0.2, -0.1, -0.1], [0.1, 0.8, -0.2], [-0.1, -0.4, 0.2], [0.0, -0.3, -0.1], [0.6, 0.3, 0.2], [-0.1, -0.1, 0.3], [-0.2, -0.3, 0.1], [-0.3, 0.0, -0.5]]
}